Entry 1:
Below is the molecule C3H2N2O3S2, with properties calculated with ωB97M-V/def2-TZVPD.

ORCA input file:
```
! wB97M-V def2-TZVPD RIJCOSX def2/J DEFGRID3
* xyz 0 1
C 1.641 -0.506 -0.148
C 0.293 -0.455 -0.264
C -0.072 0.854 0.031
N 1.016 1.568 0.249
N 2.033 0.750 0.114
O -1.333 -2.504 0.618
O -2.728 0.697 1.187
O -2.809 1.131 -1.246
S -1.074 -1.622 -0.535
S -2.245 0.473 -0.126
H 2.274 -1.317 -0.225
H 3.005 0.931 0.344
*
```

Calculated values
* E_tot: -33931.7452 eV
* ΔE to the lowest compared entry with this formula, charge and spin: 12.0 kcal per mole

***

Entry 2:
Below is C54H38BiI4N4 as an isolated structure, with properties calculated with ωB97M-V/def2-TZVPD.

ORCA input file:
```
! wB97M-V def2-TZVPD RIJCOSX def2/J DEFGRID3
* xyz 1 1
Bi 0.196 -0.186 -0.715
I 7.167 2.974 5.565
C 5.585 2.340 4.371
C 5.690 2.413 2.989
C 4.632 1.991 2.198
C 3.469 1.487 2.773
C 3.379 1.424 4.161
C 4.428 1.849 4.961
C 2.327 1.040 1.923
C 1.961 -0.310 1.975
C 2.618 -1.306 2.767
C 1.920 -2.461 2.624
C 0.827 -2.193 1.737
C -0.164 -3.111 1.383
C -0.098 -4.476 1.974
C -0.224 -4.673 3.347
C -0.176 -5.948 3.887
C 0.003 -7.043 3.052
I 0.071 -8.959 3.858
C 0.131 -6.865 1.681
C 0.075 -5.585 1.150
C -1.251 -2.822 0.558
N -1.430 -1.683 -0.186
C -2.623 -1.814 -0.849
C -3.205 -0.877 -1.709
C -4.423 -1.310 -2.452
C -4.315 -2.249 -3.474
C -5.438 -2.675 -4.166
C -6.685 -2.164 -3.831
I -8.376 -2.805 -4.860
C -6.809 -1.232 -2.810
C -5.679 -0.808 -2.126
C -2.773 0.441 -1.858
C -3.445 1.445 -2.634
C -2.777 2.609 -2.447
C -1.680 2.336 -1.561
N -1.690 1.005 -1.234
C -0.782 3.292 -1.085
C 0.239 3.037 -0.167
C 1.021 4.054 0.477
C 1.883 3.431 1.314
C 1.650 2.020 1.196
N 0.633 1.809 0.296
C -0.964 4.703 -1.532
C -0.034 5.297 -2.379
C -0.191 6.610 -2.795
C -1.285 7.342 -2.356
I -1.525 9.315 -2.972
C -2.218 6.766 -1.506
C -2.055 5.451 -1.098
C -3.226 -3.062 -0.487
C -2.388 -3.679 0.380
N 0.890 -0.881 1.337
H 6.590 2.798 2.530
H 4.716 2.056 1.121
H 2.472 1.050 4.622
H 4.342 1.802 6.037
H 3.494 -1.140 3.371
H 2.123 -3.411 3.089
H -0.374 -3.821 4.000
H -0.285 -6.089 4.953
H 0.273 -7.717 1.031
H 0.168 -5.449 0.079
H -3.341 -2.650 -3.732
H -5.342 -3.401 -4.962
H -7.781 -0.841 -2.544
H -5.776 -0.087 -1.324
H -4.325 1.279 -3.231
H -3.009 3.575 -2.864
H 0.894 5.114 0.330
H 2.593 3.886 1.984
H 0.820 4.725 -2.722
H 0.535 7.059 -3.459
H -3.067 7.339 -1.158
H -2.781 5.003 -0.430
H -4.190 -3.401 -0.829
H -2.533 -4.619 0.885
C 0.564 -3.711 -5.122
C 0.018 -3.123 -3.818
C -0.696 -4.200 -3.011
C 1.128 -2.424 -3.052
C 1.709 -1.269 -3.585
C 2.742 -0.614 -2.934
C 3.239 -1.083 -1.715
C 4.332 -0.346 -0.992
C 2.668 -2.235 -1.185
C 1.629 -2.894 -1.841
H -0.239 -4.171 -5.699
H 1.311 -4.478 -4.908
H 1.035 -2.952 -5.747
H -0.717 -2.350 -4.078
H -0.028 -5.039 -2.799
H -1.539 -4.597 -3.578
H -1.079 -3.821 -2.062
H 1.346 -0.880 -4.530
H 3.172 0.277 -3.378
H 3.942 0.560 -0.522
H 5.124 -0.044 -1.677
H 4.772 -0.960 -0.206
H 3.036 -2.629 -0.243
H 1.215 -3.788 -1.392
*
```

Calculated values
* E_tot: -100814.0116 eV
* ΔE to the lowest compared entry with this formula, charge and spin: 0.0 kcal per mole

***

Entry 3:
Below is a 2-piece molecular cluster, C5H17N2O overall, with properties calculated with ωB97M-V/def2-TZVPD.

ORCA input file:
```
! wB97M-V def2-TZVPD RIJCOSX def2/J DEFGRID3
* xyz 1 1
N -1.293 -0.355 -1.633
C -1.335 0.461 -0.324
C -0.978 1.897 -0.613
C -0.304 -0.284 0.616
N 0.478 -1.241 -0.149
C 1.880 -0.704 -0.352
C 0.621 -2.647 0.586
H -1.959 -1.097 -1.427
H -1.698 0.027 -2.508
H -0.232 -0.760 -1.788
H -2.364 0.242 0.052
H -1.663 2.669 -0.257
H -0.126 2.217 -0.073
H -0.673 1.985 -1.716
H 0.181 0.497 1.229
H -0.751 -0.847 1.504
H 2.369 -1.380 -1.062
H 1.952 0.365 -0.683
H 2.572 -0.717 0.449
H 1.391 -3.159 0.054
H -0.296 -3.303 0.665
H 1.171 -2.392 1.514
H 0.212 2.981 2.245
H 1.420 2.796 1.373
O 0.611 2.338 1.679
*
```

Calculated values
* E_tot: -10480.0801 eV
* ΔE to the lowest compared entry with this formula, charge and spin: 65.8 kcal per mole

***

Entry 4:
Below is C19H23NPPt as an isolated structure, with properties calculated with ωB97M-V/def2-TZVPD.

ORCA input file:
```
! wB97M-V def2-TZVPD RIJCOSX def2/J DEFGRID3
* xyz 1 5
C -2.558 2.533 -2.129
Pt -0.674 2.334 -1.522
N 1.462 2.852 -1.113
H -1.222 2.814 -0.086
H 1.823 2.591 -0.199
H 0.037 3.416 -2.465
H -2.735 3.607 -1.855
H -3.359 1.893 -1.756
H -2.453 2.462 -3.243
H 2.066 2.412 -1.806
H 1.549 3.861 -1.209
C -3.161 -3.170 0.053
C -3.400 -1.963 0.717
C -2.508 -0.898 0.584
C -1.347 -1.023 -0.209
C -1.125 -2.234 -0.887
C -2.025 -3.297 -0.748
P -0.160 0.378 -0.212
C 0.155 0.474 1.600
C 0.009 1.682 2.292
C 0.092 1.715 3.687
C 0.363 0.556 4.415
C 0.549 -0.654 3.733
C 0.432 -0.698 2.341
C 1.378 -0.367 -0.899
C 2.425 -0.866 -0.097
C 3.511 -1.516 -0.682
C 3.614 -1.611 -2.077
C 2.612 -1.055 -2.872
C 1.491 -0.459 -2.290
H -3.859 -3.999 0.157
H -4.285 -1.851 1.339
H -2.696 0.038 1.121
H -0.243 -2.357 -1.514
H -1.837 -4.235 -1.276
H -0.204 2.596 1.738
H -0.060 2.657 4.213
H 0.427 0.586 5.507
H 0.784 -1.565 4.290
H 0.561 -1.662 1.839
H 2.401 -0.758 0.989
H 4.288 -1.949 -0.051
H 4.476 -2.113 -2.533
H 2.698 -1.097 -3.959
H 0.706 -0.062 -2.925
*
```

Calculated values
* ⟨S²⟩: 6.060
* E_tot: -34088.2809 eV

***

Entry 5:
Below is a 3-piece molecular cluster, C9H18Cl2N5O4 overall, with properties calculated with ωB97M-V/def2-TZVPD.

ORCA input file:
```
! wB97M-V def2-TZVPD RIJCOSX def2/J DEFGRID3
* xyz 1 1
C 1.549 1.120 2.282
C 1.379 0.431 0.967
Cl 2.805 -0.255 0.309
C 0.206 0.358 0.317
Cl 0.028 -0.477 -1.179
N -0.943 0.986 0.832
C -2.182 0.409 0.866
N -3.168 0.859 -0.011
C -4.235 1.468 0.821
C -4.737 0.438 1.874
C -3.934 -0.859 1.777
N -2.499 -0.528 1.738
H 1.609 2.193 2.102
H 2.424 0.753 2.799
H 0.690 0.945 2.922
H -0.879 1.945 1.138
H -3.535 0.063 -0.530
H -3.755 2.276 1.365
H -5.045 1.886 0.243
H -5.793 0.245 1.723
H -4.643 0.889 2.857
H -4.189 -1.513 2.599
H -4.223 -1.373 0.861
H -1.871 -1.336 1.715
C 0.309 0.795 -4.724
N -0.110 0.548 -6.131
O -0.483 1.498 -6.781
O -0.048 -0.596 -6.520
H 0.200 1.852 -4.511
H -0.337 0.200 -4.087
H 1.344 0.481 -4.631
C 6.234 -2.104 0.364
N 6.381 -2.430 1.808
O 6.781 -3.532 2.101
O 6.079 -1.556 2.593
H 6.531 -2.967 -0.221
H 5.189 -1.862 0.200
H 6.872 -1.252 0.152
*
```

Calculated values
* E_tot: -50296.1836 eV

***

Entry 6:
Below is a 2-piece molecular cluster, C5H2N overall, with properties calculated with ωB97M-V/def2-TZVPD.

ORCA input file:
```
! wB97M-V def2-TZVPD RIJCOSX def2/J DEFGRID3
* xyz 1 1
C 1.983 -1.063 0.024
C 3.269 -1.115 -0.040
C -2.375 1.407 0.132
C -1.255 0.920 -0.049
C 0.719 -0.300 -0.011
N -0.124 0.503 0.036
H -3.221 1.822 -0.284
H 1.004 -2.174 0.193
*
```

Calculated values
* E_tot: -6688.9219 eV
* ΔE to the lowest compared entry with this formula, charge and spin: 88.2 kcal per mole

***

Entry 7:
Below is C27H46BrNP2PtS as an isolated structure, with properties calculated with ωB97M-V/def2-TZVPD.

ORCA input file:
```
! wB97M-V def2-TZVPD RIJCOSX def2/J DEFGRID3
* xyz 4 5
N 8.458 -2.391 2.875
C 7.763 -3.387 2.319
C 6.436 -3.196 1.880
C 5.819 -1.919 1.986
C 6.593 -0.903 2.565
C 7.898 -1.179 3.010
C 4.503 -1.652 1.406
Pt 0.045 1.257 -0.513
P -1.621 1.707 -2.330
C 3.922 -0.459 1.126
C 2.776 -0.425 0.238
C 2.554 0.682 -0.595
C 1.601 0.556 -1.759
C 0.823 -0.703 -1.723
C 1.215 -1.810 -1.009
C 2.038 -1.626 0.124
Br -1.543 -1.257 -1.460
H 4.039 -2.608 1.132
H 4.389 0.465 1.485
H 5.919 -4.050 1.441
H 6.180 0.092 2.661
H 8.266 -4.362 2.250
H 8.461 -0.366 3.495
H 3.222 1.572 -0.489
H 2.143 -2.452 0.865
H 1.690 1.101 -2.739
H 0.809 -2.805 -1.177
P -1.377 1.222 1.347
C -1.309 0.862 -3.976
C -1.640 1.581 -5.287
H -1.886 -0.069 -3.874
H -0.242 0.567 -3.949
H -1.373 0.881 -6.089
H -2.703 1.838 -5.456
H -1.053 2.490 -5.481
C -1.304 3.467 -2.825
C -2.311 4.436 -3.443
H -0.508 3.312 -3.557
H -0.822 3.941 -1.961
H -1.768 5.398 -3.541
H -2.623 4.186 -4.466
H -3.211 4.660 -2.869
C -3.525 1.505 -2.241
C -4.485 1.291 -3.470
H -3.768 2.501 -1.823
H -3.749 0.725 -1.476
H -5.510 1.164 -3.047
H -4.569 2.194 -4.104
H -4.302 0.413 -4.120
C -2.988 0.398 1.768
C -3.508 0.627 3.215
H -2.865 -0.678 1.543
H -3.716 0.766 1.025
H -3.150 -0.158 3.897
H -3.233 1.618 3.610
H -4.609 0.564 3.219
C -1.513 2.998 1.797
C -0.183 3.724 1.870
H -2.102 3.115 2.712
H -2.141 3.410 1.001
H 0.247 3.698 2.876
H 0.542 3.305 1.163
H -0.339 4.770 1.593
C -0.182 0.554 2.585
C -0.354 -0.929 2.866
H -0.232 1.159 3.495
H 0.802 0.762 2.140
H 0.616 -1.414 3.082
H -1.011 -1.156 3.725
H -0.772 -1.474 1.991
C -2.247 -4.979 2.178
S -2.194 -3.705 0.910
C -2.127 -4.785 -0.517
H -1.622 -4.637 3.006
H -1.860 -5.924 1.789
H -3.274 -5.097 2.520
H -1.630 -5.725 -0.243
H -3.153 -4.992 -0.872
H -1.561 -4.264 -1.301
*
```

Calculated values
* ⟨S²⟩: 6.262
* E_tot: -132889.5622 eV
* ΔE to the lowest compared entry with this formula, charge and spin: 72.4 kcal per mole

***

Entry 8:
Below is a 2-piece molecular cluster, C4H11NO3 overall, with properties calculated with ωB97M-V/def2-TZVPD.

ORCA input file:
```
! wB97M-V def2-TZVPD RIJCOSX def2/J DEFGRID3
* xyz 1 2
O 2.366 0.075 -1.995
C 1.909 0.915 -1.241
C 0.249 0.782 -0.924
C 0.239 0.069 0.365
C -1.111 -0.337 1.116
O 0.922 0.701 1.446
N -0.300 2.159 -0.863
H 2.545 1.643 -0.673
H -0.121 0.358 -1.997
H 0.669 -0.995 0.204
H -1.851 -0.202 0.365
H -1.465 0.379 1.846
H -1.112 -1.428 1.569
H 1.900 0.594 1.200
H -1.358 2.159 -0.967
H -0.228 2.524 0.125
H -0.808 -3.875 0.175
H -1.108 -2.354 0.385
O -1.338 -3.168 -0.136
*
```

Calculated values
* ⟨S²⟩: 0.759
* E_tot: -11946.9799 eV
* ΔE to the lowest compared entry with this formula, charge and spin: 93.7 kcal per mole

***

In Eh/bohr, the max |F| values for the records above are, in order, 0.0842 0.0021 0.0588 0.0997 0.0397 0.1986 0.0626 0.1243.